Below is a structure of composition C39H42GeN2O4SW, with properties calculated with the ωB97M-V functional and the def2-TZVPD basis.

## Properties
Kohn-Sham gap = 4.67 eV
total charge = -2

Positions of all 90 atoms, in Å:
W (-0.25960, 0.72037, 0.81454)
C (-0.73272, 3.88009, -3.13842)
N (-0.66226, 2.48930, -2.76670)
C (-1.17067, 1.64144, -3.82335)
C (0.68069, 2.07457, -2.38229)
C (1.23177, 2.79769, -1.17968)
C (2.12786, 3.84535, -1.39330)
C (2.75378, 4.49203, -0.34172)
C (2.48294, 4.06772, 0.95241)
C (1.57525, 3.04428, 1.17239)
C (0.91430, 2.38427, 0.12331)
H (-0.10848, 4.10949, -4.02639)
H (-0.39788, 4.51066, -2.31496)
H (-1.76626, 4.14270, -3.37684)
H (-0.59467, 1.75635, -4.76241)
H (-2.21450, 1.88962, -4.02994)
H (-1.12402, 0.59690, -3.51810)
H (1.37996, 2.20497, -3.23360)
H (0.64485, 1.00436, -2.16120)
H (2.35467, 4.13134, -2.41678)
H (3.45658, 5.29583, -0.52914)
H (2.97095, 4.54095, 1.79793)
H (1.37196, 2.74396, 2.19566)
C (1.29045, -0.38259, 0.45055)
Ge (1.23550, -2.27095, -0.01768)
C (1.63504, -3.27592, 1.63135)
C (1.64294, -4.67249, 1.66233)
C (1.86857, -5.36222, 2.84656)
C (2.08407, -4.66393, 4.02961)
C (2.08228, -3.27610, 4.01814)
C (1.86841, -2.59490, 2.82503)
C (2.69563, -2.71623, -1.28340)
C (4.03011, -2.81286, -0.89442)
C (5.02899, -3.11706, -1.81206)
C (4.70507, -3.32645, -3.14598)
C (3.37899, -3.23818, -3.55111)
C (2.38553, -2.94314, -2.62539)
C (-0.46752, -2.58899, -0.77235)
C (-1.41688, -3.47844, -0.33454)
C (-2.72224, -3.52009, -0.86636)
C (-2.91956, -2.79132, -2.07330)
C (-2.01555, -1.88655, -2.53802)
C (-0.90514, -1.40938, -1.62904)
H (2.28647, -0.01167, 0.73358)
H (1.46240, -5.23092, 0.74905)
H (1.86562, -6.44698, 2.84989)
H (2.24639, -5.20220, 4.95683)
H (2.22645, -2.70951, 4.93029)
H (1.87646, -1.51138, 2.82783)
H (4.29633, -2.65094, 0.14598)
H (6.06089, -3.19161, -1.48636)
H (5.48174, -3.56132, -3.86539)
H (3.11679, -3.40415, -4.59029)
H (1.34546, -2.90729, -2.93715)
H (-1.13871, -4.20656, 0.42972)
H (-3.42468, -4.28496, -0.55887)
H (-3.79822, -3.00521, -2.68023)
H (-2.19029, -1.38482, -3.48663)
H (-0.05122, -1.05520, -2.22843)
C (-1.93780, 5.64245, -0.06266)
C (-2.06241, 4.20822, 0.38467)
C (-2.85879, 3.27805, -0.37203)
C (-3.08591, 2.01481, 0.04552)
C (-2.44344, 1.46405, 1.23361)
C (-1.49492, 2.36269, 1.88821)
C (-1.46266, 3.75204, 1.50560)
S (-3.56438, 0.46717, 2.18720)
O (-4.85220, 0.45600, 1.53968)
O (-3.47729, 0.89533, 3.56230)
N (-3.10174, -1.12753, 2.15716)
C (-1.73528, -1.49355, 2.48118)
C (-1.26537, -1.13074, 3.88052)
C (-0.04413, -0.21397, 3.89667)
O (0.64274, -0.12752, 4.90447)
O (0.18728, 0.48055, 2.82214)
H (-2.54143, 5.82979, -0.95355)
H (-0.90255, 5.89738, -0.30691)
H (-2.27197, 6.33710, 0.71274)
H (-3.32788, 3.61677, -1.29083)
H (-3.76643, 1.37917, -0.50442)
H (-1.29608, 2.17438, 2.93544)
H (-0.89084, 4.43455, 2.12817)
H (-3.40516, -1.55542, 1.28399)
H (-0.99249, -1.00679, 1.82969)
H (-1.61487, -2.54976, 2.24865)
H (-1.04925, -1.99906, 4.50030)
H (-2.04468, -0.55664, 4.38369)
C (-1.39017, -0.26049, -0.71979)
H (-1.63793, 0.64980, -1.30683)
H (-2.37304, -0.59057, -0.36579)

Cartesian forces, eV/Å:
W 0.116 0.380 0.198
C 0.013 0.028 0.005
N -0.003 -0.065 -0.048
C 0.002 0.031 0.017
C -0.010 0.013 -0.035
C 0.030 -0.049 0.002
C -0.017 -0.058 -0.038
C 0.035 0.015 0.009
C -0.006 0.022 0.046
C -0.037 0.041 0.021
C -0.085 -0.092 -0.079
H 0.001 0.001 0.000
H -0.014 -0.018 -0.009
H 0.005 -0.003 0.012
H 0.005 0.004 -0.005
H 0.008 -0.001 0.005
H -0.008 0.015 -0.004
H -0.018 0.023 0.003
H 0.013 0.001 0.035
H -0.003 0.021 0.008
H -0.007 0.011 0.006
H 0.012 -0.005 -0.006
H -0.006 0.005 0.000
C 0.148 -0.002 -0.041
Ge 0.079 0.161 0.161
C -0.026 -0.105 -0.046
C -0.009 -0.011 0.023
C -0.005 0.005 -0.006
C 0.000 0.011 -0.001
C -0.003 -0.010 -0.007
C 0.004 0.000 -0.002
C -0.096 -0.046 -0.080
C 0.024 0.042 0.014
C -0.004 -0.002 0.010
C -0.009 0.002 -0.011
C 0.003 0.010 0.012
C 0.041 -0.028 0.009
C 0.059 -0.131 -0.110
C -0.054 0.045 0.046
C 0.065 0.024 0.025
C -0.014 0.012 -0.029
C -0.081 0.064 -0.011
C 0.071 -0.120 0.035
H 0.032 -0.037 -0.076
H 0.002 0.013 -0.006
H 0.000 0.002 0.002
H -0.002 0.001 0.001
H 0.002 -0.008 0.008
H -0.016 0.019 -0.005
H -0.001 -0.003 -0.001
H 0.001 0.002 0.001
H 0.001 0.001 0.000
H 0.003 -0.006 -0.001
H -0.001 0.008 0.006
H -0.017 -0.014 -0.019
H 0.000 -0.014 0.001
H -0.008 -0.015 0.020
H 0.040 -0.029 -0.011
H -0.019 0.048 0.020
C -0.013 0.033 -0.018
C 0.009 -0.024 0.023
C 0.024 0.007 -0.037
C -0.010 -0.061 0.009
C 0.130 0.142 -0.067
C -0.069 0.169 0.078
C -0.004 -0.009 -0.086
S 0.079 -0.151 0.061
O -0.057 0.016 -0.019
O 0.038 0.012 0.024
N -0.083 0.073 -0.044
C 0.320 0.060 0.131
C -0.158 0.118 0.097
C 0.048 0.020 -0.083
O -0.025 0.029 0.010
O -0.137 -0.035 0.167
H -0.001 -0.008 0.003
H 0.004 -0.015 0.000
H 0.008 0.003 0.003
H -0.014 0.012 0.011
H -0.017 0.020 0.004
H 0.042 -0.017 -0.017
H -0.016 0.003 -0.003
H 0.022 -0.017 -0.010
H -0.295 -0.488 -0.442
H -0.092 -0.013 0.075
H 0.089 -0.036 -0.084
H 0.013 -0.073 0.067
C -0.182 -0.039 0.089
H 0.117 -0.002 -0.032
H -0.004 0.061 0.016

=====

Below is a structure of composition C39H42N3 at a distorted geometry, with properties calculated with the ωB97M-V functional and the def2-TZVPD basis.

## Properties
relative energy (zero: lowest compared OMol25 entry of this formula, charge and spin) = 2.475 eV
Kohn-Sham gap = 6.60 eV
total charge = +1

Positions of all 84 atoms, in Å:
C (-0.23185, -1.34009, 6.46850)
C (-0.24275, -1.81605, 5.05149)
C (-1.44423, -2.17589, 4.44020)
C (-1.47977, -2.57759, 3.11417)
C (-2.76891, -2.99545, 2.46861)
C (-0.27701, -2.57731, 2.39110)
N (-0.33522, -2.94646, 1.02215)
C (0.16092, -2.21485, -0.01323)
C (0.87437, -0.96630, 0.12614)
N (0.05508, -3.02587, -1.11456)
C (0.53003, -2.79892, -2.46527)
C (1.74424, -3.38252, -2.91960)
C (2.60560, -4.26074, -2.03749)
C (2.16098, -3.13485, -4.22515)
C (1.36576, -2.42318, -5.12199)
C (1.89023, -2.07736, -6.47285)
C (0.09038, -2.03607, -4.71670)
C (-0.36402, -2.27181, -3.42565)
C (-1.77324, -1.97596, -3.04010)
C (-0.57649, -4.20599, -0.76141)
C (-0.77451, -4.18503, 0.55628)
C (0.97571, -2.35163, 3.01574)
C (2.27134, -2.65307, 2.31225)
C (0.96229, -1.91958, 4.33742)
H (0.64692, -0.70447, 6.65536)
H (-1.14354, -0.76195, 6.68489)
H (-0.19826, -2.18339, 7.18033)
H (-2.38099, -2.12660, 5.00128)
H (-2.89844, -2.57510, 1.46525)
H (-2.86953, -4.08901, 2.39360)
H (-3.59096, -2.63841, 3.09635)
H (1.50486, -0.89837, -0.77711)
H (1.07644, -0.72541, 1.17657)
H (3.42205, -4.67585, -2.65807)
H (3.07630, -3.68081, -1.22482)
H (2.07004, -5.12321, -1.59912)
H (3.14495, -3.50246, -4.54622)
H (1.14417, -1.51206, -7.03637)
H (2.79812, -1.46120, -6.40071)
H (2.15549, -2.97207, -7.05285)
H (-0.56073, -1.52153, -5.42519)
H (-2.29125, -1.53859, -3.89389)
H (-2.33757, -2.86123, -2.73142)
H (-1.80967, -1.25203, -2.22655)
H (-0.78362, -4.96356, -1.51575)
H (-1.11947, -4.93786, 1.25795)
H (3.11271, -2.36642, 2.94226)
H (2.38113, -3.71234, 2.05586)
H (2.38558, -2.10300, 1.38049)
H (1.90825, -1.65740, 4.83136)
C (3.49904, 0.97477, 2.20734)
C (2.65959, 2.05346, 1.67484)
N (2.88120, 3.32654, 2.10392)
C (2.08527, 4.22736, 1.40213)
C (1.32182, 3.49367, 0.44925)
C (0.52376, 4.22001, -0.45553)
C (0.42924, 5.61244, -0.32964)
C (1.18609, 6.27283, 0.67468)
C (2.05413, 5.58317, 1.53106)
C (1.68257, 2.07501, 0.67524)
C (1.19744, 0.99674, -0.18804)
C (-0.21200, 1.27919, -0.60419)
C (-1.15059, 1.73354, 0.32216)
C (-2.45130, 1.99071, -0.08791)
C (-2.80855, 1.74723, -1.42713)
C (-4.20426, 2.03795, -1.88755)
C (-1.86384, 1.25457, -2.34378)
C (-0.56780, 0.98162, -1.91328)
H (3.09394, -0.02428, 2.05094)
H (4.48908, 1.00213, 1.74507)
H (3.67107, 1.09650, 3.27707)
H (3.58662, 3.58185, 2.78068)
H (-0.00747, 3.70037, -1.26788)
H (-0.21975, 6.18157, -1.00895)
H (1.08494, 7.35429, 0.78558)
H (2.69375, 6.03141, 2.31876)
H (1.94785, 0.93338, -1.03660)
H (-0.87926, 1.92879, 1.37075)
H (-3.17839, 2.45386, 0.59955)
H (-4.41090, 1.48064, -2.79700)
H (-4.89598, 1.73904, -1.10578)
H (-4.34666, 3.10058, -2.08581)
H (-2.11354, 1.13031, -3.41495)
H (0.19313, 0.58281, -2.59160)

Cartesian forces, eV/Å:
C -0.033 0.202 0.527
C 0.220 -0.015 -0.272
C 0.218 0.022 0.188
C 0.475 0.159 -0.517
C -0.508 0.138 0.188
C 0.160 -0.101 1.214
N 0.339 -0.159 -0.770
C -0.625 0.145 -0.066
C 1.210 0.606 -0.409
N 0.000 0.595 -0.207
C 0.001 -0.531 -1.320
C -0.213 0.269 0.740
C 0.486 -0.023 -0.027
C -0.040 -0.051 0.111
C 0.060 0.062 0.444
C 0.136 0.117 -0.574
C 0.162 -0.015 -0.128
C 0.506 -0.015 0.901
C -0.373 0.371 -0.074
C 0.291 -0.486 -0.738
C -0.031 -0.028 0.991
C -0.593 -0.236 -0.350
C 0.343 0.065 0.025
C -0.315 0.047 0.121
H -0.337 -0.200 0.025
H 0.354 -0.165 0.005
H 0.004 0.289 -0.285
H 0.316 -0.017 -0.107
H 0.058 -0.071 0.162
H 0.065 0.340 0.053
H 0.013 -0.116 -0.207
H 0.847 -0.817 1.334
H 0.864 -0.671 -0.712
H -0.372 0.191 0.403
H -0.233 -0.259 -0.165
H 0.080 0.526 -0.157
H -0.486 0.090 0.132
H 0.139 -0.078 -0.028
H -0.240 -0.159 0.027
H -0.088 0.186 0.167
H 0.077 -0.229 0.159
H -0.093 -0.003 0.088
H 0.198 -0.032 -0.040
H -0.118 -0.107 0.042
H 0.128 0.283 0.384
H -0.012 0.270 -0.384
H -0.003 -0.154 0.100
H -0.154 0.047 0.189
H 0.044 -0.130 0.037
H -0.428 -0.231 -0.203
C 0.470 -0.689 0.308
C -1.001 0.626 -1.247
N -0.243 0.321 -0.055
C 0.218 -1.718 -0.481
C 0.372 0.035 0.674
C -0.199 0.080 -0.258
C 0.617 -0.479 0.546
C -0.048 0.187 0.050
C -0.292 1.231 0.104
C 0.985 0.016 1.918
C -1.762 1.037 -2.358
C 0.509 -0.533 -0.333
C -0.310 0.269 0.339
C 0.165 -0.052 -0.482
C 0.155 0.126 -0.206
C 0.126 -0.037 0.065
C 0.105 0.207 0.068
C -0.362 0.616 -0.173
H -0.087 0.130 -0.064
H 0.000 -0.017 -0.103
H -0.110 -0.015 0.089
H -0.238 -0.032 -0.105
H 0.191 0.373 0.552
H 0.410 -0.269 0.399
H 0.087 -0.316 -0.102
H -0.657 0.109 -0.756
H -1.164 -0.754 0.804
H 0.064 -0.094 -0.624
H 0.369 -0.480 -0.364
H -0.214 0.026 -0.059
H -0.287 0.012 -0.062
H -0.035 0.023 -0.018
H -0.049 -0.025 0.822
H -0.285 0.163 0.095

=====

| no. | DFT total energy (hartree) | E_LUMO (eV) | HOMO energy (eV) |
| --- | --- | --- | --- |
| 1 | -4463.8816 | 4.4602 | -0.212 |
| 2 | -1675.3110 | -3.3305 | -9.935 |